(1)
Below is C22H43HgN2OP2 as an isolated structure in a non-equilibrium geometry, with properties calculated with the ωB97M-V functional and the def2-TZVPD basis.

The geometry in ORCA input format:
```
! RIJCOSX wB97M-V def2-TZVPD def2/J DEFGRID3
* xyz 1 1
Hg -0.5827 0.0168 -0.3676
P 0.1561 -2.3908 -0.3906
P 0.1833 2.4220 -0.1157
N 2.0306 0.0869 -1.3715
C 1.8460 -2.4133 -1.2023
H 2.3836 -3.2983 -0.7825
H 1.6717 -2.5907 -2.2949
C 2.7539 -1.1769 -0.9959
H 3.1583 -1.1933 0.0351
H 3.5749 -1.2776 -1.7368
C 2.7714 1.3495 -1.0144
H 3.4718 1.4878 -1.8759
H 3.3409 1.2992 -0.0601
C 1.8337 2.5718 -0.9940
H 1.5952 2.8635 -2.0355
H 2.3725 3.4033 -0.5006
C 0.4132 3.2262 1.5438
C -0.6779 2.8257 2.5351
H -0.4341 3.2737 3.5061
H -0.7225 1.7437 2.6822
H -1.6652 3.1984 2.2323
C -1.0398 3.3630 -1.1366
C -2.3993 3.4619 -0.4351
H -3.1397 3.7662 -1.1859
H -2.4018 4.2366 0.3425
H -2.7374 2.5092 0.0030
C -1.0196 -3.1987 -1.5660
C -2.4091 -3.3980 -0.9565
H -3.1151 -3.5939 -1.7729
H -2.7775 -2.5147 -0.4191
H -2.4402 -4.2654 -0.2854
C 0.3219 -3.3668 1.1750
C -0.9087 -3.2158 2.0629
H -0.6898 -3.6894 3.0265
H -1.7948 -3.7017 1.6452
H -1.1397 -2.1618 2.2461
C -2.6823 0.5278 1.2607
C -0.5513 4.7303 -1.6255
H -0.4800 5.4654 -0.8213
H 0.4087 4.6887 -2.1499
H -1.2874 5.1241 -2.3351
C -0.4967 -4.4859 -2.2011
H -1.2103 -4.8041 -2.9683
H 0.4710 -4.3599 -2.6966
H -0.4252 -5.3004 -1.4748
C 0.6858 -4.8384 0.9569
H 0.9767 -5.2628 1.9246
H -0.1623 -5.4331 0.6052
H 1.5210 -5.0007 0.2646
C 0.5745 4.7450 1.4801
H -0.3720 5.2600 1.2789
H 0.9045 5.0919 2.4643
H 1.3419 5.0834 0.7786
H 1.3673 2.8076 1.9048
H 1.1561 -2.8520 1.6772
H -1.1434 2.6936 -2.0105
H -1.0985 -2.4243 -2.3453
O -3.3635 -0.3967 1.3905
H 2.1964 0.1025 -2.3938
H -1.6890 0.0234 -1.7513
C 2.8977 0.1736 4.8415
C 2.9672 0.7193 3.5583
C 2.0915 0.2615 2.5539
N 1.1650 -0.6997 2.7765
C 1.0622 -1.1818 4.0165
C 1.9202 -0.7997 5.0660
H 3.5963 0.4904 5.6271
H 3.7023 1.4760 3.3013
H 2.1384 0.6864 1.5344
H 0.2818 -1.9201 4.1833
H 1.8031 -1.2887 6.0403
*
```

Summary:
**E_HOMO**: -10.60 eV

(2)
Below is C22H43N8Sm as an isolated structure in a non-equilibrium geometry, with properties calculated with the ωB97M-V functional and the def2-TZVPD basis.

The geometry in ORCA input format:
```
! RIJCOSX wB97M-V def2-TZVPD def2/J DEFGRID3
* xyz 2 6
Sm -0.3229 0.0334 -0.0377
C -3.7295 -0.4548 2.0961
C -2.5178 -1.2354 2.5680
N -1.6698 -1.7968 1.5102
C -0.5730 -2.6010 2.1457
C 0.4480 -1.7288 2.8517
N 1.1767 -0.9610 1.9204
C 2.3676 -0.2619 2.4859
C 2.0996 1.0943 3.1182
C 1.7192 2.1620 2.0834
N 0.3539 2.0713 1.5620
C -0.6806 2.1737 2.6162
C -2.0864 2.1800 2.0271
N -2.2341 1.2063 0.9530
C -3.4985 0.4344 0.9005
H -4.0012 0.1822 2.9276
H -4.5541 -1.1351 1.9224
H -2.8662 -2.0009 3.3216
H -1.8656 -0.6180 3.2162
H -2.1980 -2.4399 0.9234
H -0.1801 -3.1740 1.3175
H -1.0110 -3.2245 2.9674
H 1.1747 -2.4753 3.3208
H 0.0924 -1.1126 3.6552
H 1.5400 -1.6244 1.2393
H 3.0821 -0.0791 1.6327
H 2.8610 -0.9545 3.1633
H 3.0224 1.3946 3.6039
H 1.3174 1.0230 3.8735
H 2.3847 2.1797 1.2010
H 1.8752 3.1714 2.5714
H 0.1693 2.8845 0.9781
H -0.5497 3.0564 3.2272
H -0.5190 1.2796 3.2462
H -2.2532 3.1886 1.6466
H -2.8463 1.9509 2.8135
H -2.2657 1.7343 0.1093
H -3.4458 -0.1563 0.0092
H -4.3244 1.1186 0.8444
C -1.6201 0.5309 -2.3783
C -1.3337 1.8531 -1.9202
C 0.0645 2.0097 -1.8368
C 0.6927 0.8234 -2.3250
C -0.3504 -0.1147 -2.6644
C -0.2773 -1.4498 -3.2963
C 2.1998 0.6829 -2.4767
C 0.8063 3.2473 -1.4066
C -2.3706 2.9202 -1.7927
C -2.9665 -0.1314 -2.7057
H -0.3454 -2.2886 -2.5904
H 0.6421 -1.5761 -3.8651
H -1.1622 -1.5361 -3.9637
H 2.7139 0.3784 -1.5734
H 2.6403 1.6373 -2.7946
H 2.4570 -0.0229 -3.2420
H 1.6059 3.0327 -0.6789
H 0.1715 3.9466 -0.8911
H 1.2596 3.7085 -2.2803
H -2.2694 3.4674 -0.8269
H -3.3558 2.4204 -1.8437
H -2.2919 3.6496 -2.5771
H -2.8140 -1.2095 -2.6217
H -3.3189 0.0114 -3.7371
H -3.7683 0.2110 -2.0212
N 4.6265 -3.4763 -1.6139
C 3.7911 -3.3568 -2.6877
N 4.3472 -3.6693 -3.8769
N 2.5418 -2.9565 -2.6107
C 1.9904 -2.4263 -1.5801
N 1.3135 -1.9174 -0.7752
H 5.5139 -3.8682 -1.7391
H 4.2399 -3.4548 -0.7120
H 5.2563 -4.0787 -3.8681
H 3.8789 -3.4825 -4.7588
*
```

Summary:
**E_HOMO (spin up / spin down)**: -13.22 / -13.22 eV
**ΔE to the lowest compared entry with this formula, charge and spin**: 5.0 kcal/mol
**Expectation value of S²**: 8.766

(3)
Below is one molecule with the formula C22H43NO6S in a non-equilibrium geometry, with properties calculated with the ωB97M-V functional and the def2-TZVPD basis.

The geometry in ORCA input format:
```
! RIJCOSX wB97M-V def2-TZVPD def2/J DEFGRID3
* xyz 0 1
C -4.8471 -0.8439 2.7302
C -5.2211 0.5390 1.8671
C -4.3632 0.3988 0.4514
O -4.4043 1.6035 -0.3924
C -3.8647 1.3250 -1.7308
C -2.3567 1.8828 -2.0197
O -1.9456 1.3524 -3.3428
S -0.8823 2.5959 -3.9322
O -0.7198 2.3424 -5.4761
O 0.5852 2.2856 -3.1284
C 0.7885 3.1427 -1.9550
C 2.3534 2.9295 -1.4770
C 2.7818 3.7688 -0.1376
C 2.3107 5.3379 -0.1125
C 1.4951 5.6113 1.3026
N 2.5618 6.0412 2.3299
C -0.3208 3.0072 -0.7663
C -1.2667 1.6641 -0.8230
C -0.4518 0.2434 -0.8549
C -1.3554 -1.0765 -1.2111
C -0.3353 -2.2748 -1.7782
C 0.0173 -3.4152 -0.6550
C 1.5282 -4.0033 -1.0658
C 1.5990 -5.5968 -0.6816
C 2.2930 -5.8577 0.8003
C 1.5346 -5.0972 2.0400
O 2.2735 -5.1207 3.3218
C 3.5363 -4.3704 3.2430
C 3.8285 -3.0296 2.3464
O 4.5677 -4.8488 3.9800
H -5.3531 -1.8102 2.2597
H -5.0623 -0.7221 3.8797
H -3.6788 -1.0299 2.6338
H -4.9975 1.5229 2.4591
H -6.3663 0.4034 1.5792
H -3.2609 0.0887 0.7862
H -4.8110 -0.5730 -0.0782
H -4.5829 1.8919 -2.4982
H -4.0234 0.1747 -1.9671
H -2.4574 3.0624 -2.1742
H 0.7278 4.2679 -2.3495
H 2.4910 1.7776 -1.2149
H 3.0862 3.1543 -2.3741
H 2.4686 3.2119 0.8706
H 3.9750 3.7712 -0.1155
H 3.2975 6.0056 -0.0383
H 1.7480 5.7083 -1.0689
H 1.0345 4.6084 1.7338
H 0.6520 6.4205 1.2180
H 2.2590 5.5513 3.2217
H 2.3905 7.0659 2.5102
H 0.1337 3.0359 0.3374
H -1.0135 3.9780 -0.8222
H -1.8723 1.6656 0.2065
H 0.4910 0.2180 -1.5458
H -0.0432 0.0733 0.2541
H -1.8141 -1.4726 -0.1989
H -2.1409 -0.9151 -2.0646
H -0.9439 -2.8353 -2.6380
H 0.6624 -1.8487 -2.2218
H -0.7569 -4.3066 -0.7876
H -0.0088 -2.9228 0.4059
H 2.4000 -3.3485 -0.6385
H 1.6180 -3.9278 -2.2524
H 2.3233 -6.1049 -1.4794
H 0.5416 -6.0904 -0.7990
H 2.1711 -7.0253 1.0007
H 3.4455 -5.6538 0.7238
H 0.4983 -5.6638 2.2001
H 1.2558 -3.9776 1.8344
H 4.9758 -2.9930 2.0642
H 3.6132 -2.0100 2.9260
H 3.2075 -2.9631 1.3499
*
```

Summary:
**E_HOMO**: -9.91 eV
**ΔE to the lowest compared entry with this formula, charge and spin**: 272.6 kcal/mol

(4)
Below is a 4-piece molecular cluster, C22H43O7P overall in a non-equilibrium geometry, with properties calculated with the ωB97M-V functional and the def2-TZVPD basis.

The geometry in ORCA input format:
```
! RIJCOSX wB97M-V def2-TZVPD def2/J DEFGRID3
* xyz 0 1
C -2.8916 1.1773 -3.3185
C -1.4816 1.8323 -2.8143
P -0.8117 1.2221 -1.1519
C -1.9210 1.6004 0.3378
C -3.4601 1.0510 0.2525
C -0.1180 -0.5462 -1.1828
C -0.7556 -1.6945 -2.1594
C -2.2558 -2.2114 -1.7622
C -2.4890 -2.5482 -0.1759
O -1.5304 -3.5156 0.4004
C 0.4960 -1.0082 0.3036
O 1.6869 -0.1108 0.4437
C 2.3679 -0.2504 -0.8797
O 3.6900 -0.3379 -1.1384
O 1.2193 -0.3307 -1.8316
H -2.7865 0.4411 -4.2496
H -3.5549 2.0824 -3.7261
H -3.5190 0.6272 -2.5001
H -0.6675 1.5607 -3.6436
H -1.5670 3.0159 -2.8392
H -1.9300 2.7564 0.5176
H -1.4362 1.1182 1.3153
H -3.6054 0.0472 -0.3306
H -3.8698 0.9607 1.3689
H -4.0970 1.8944 -0.3022
H -0.7583 -1.3093 -3.2705
H 0.0092 -2.6112 -2.1446
H -3.0792 -1.4843 -2.1943
H -2.4170 -3.2414 -2.3443
H -3.5765 -3.0130 -0.0717
H -2.3954 -1.5668 0.4948
H -1.0068 -3.9827 -0.3153
H -0.3099 -0.9530 1.1750
H 0.9495 -2.1073 0.2769
C 6.3103 1.8972 -0.8348
C 6.4509 3.1024 0.0587
C 6.4982 4.2356 -0.9430
O 5.7152 3.8255 -2.0725
C 5.4271 2.4263 -1.9435
H 5.8862 1.0244 -0.3319
H 7.2907 1.6182 -1.2388
H 5.5613 3.2004 0.6919
H 7.3302 3.0692 0.7070
H 7.5205 4.4148 -1.2925
H 6.0991 5.1700 -0.5381
H 4.3667 2.3259 -1.6879
H 5.6051 1.9236 -2.8982
C -0.6720 -7.6893 1.4215
C -2.1308 -7.9967 1.6408
C -2.7884 -7.2350 0.5107
O -1.8508 -7.2088 -0.5744
C -0.5784 -7.6580 -0.0883
H 0.0039 -8.4184 1.8755
H -0.4354 -6.7001 1.8313
H -2.3057 -9.0720 1.5179
H -2.4995 -7.7006 2.6261
H -2.9962 -6.1988 0.7978
H -3.7218 -7.6992 0.1796
H -0.3999 -8.6593 -0.4953
H 0.2099 -6.9901 -0.4464
C -0.0457 5.5149 3.5900
C -1.5045 5.2076 3.8092
C -2.1621 5.9693 2.6791
O -1.2246 5.9954 1.5940
C 0.0479 5.5462 2.0802
H 0.6301 4.7858 4.0440
H 0.1908 6.5041 3.9998
H -1.6794 4.1322 3.6864
H -1.8732 5.5036 4.7946
H -2.3699 7.0055 2.9663
H -3.0956 5.5050 2.3481
H 0.2263 4.5450 1.6732
H 0.8362 6.2141 1.7221
*
```

Summary:
**E_HOMO**: -7.78 eV
**SMILES**: CCP(CC)[C@]1(CCCO)COC(=O)O1.C1CCOC1.C1CCOC1.C1CCOC1
**ΔE to the lowest compared entry with this formula, charge and spin**: 74.1 kcal/mol

(5)
Below is C22H44BiN3OP3S as an isolated structure in a non-equilibrium geometry, with properties calculated with the ωB97M-V functional and the def2-TZVPD basis.

The geometry in ORCA input format:
```
! RIJCOSX wB97M-V def2-TZVPD def2/J DEFGRID3
* xyz 3 1
Bi -0.0944 0.3769 -0.8664
P -1.0493 -1.0182 1.4991
P 2.0889 -1.5441 -0.3826
P -1.2333 -2.1337 -2.1431
H -1.0927 4.5066 -2.5310
C -2.1351 4.4803 -2.8672
C -3.1430 4.1690 -2.0353
H -2.9402 3.7813 -1.0278
C -0.8169 -0.0833 3.0451
C -0.7881 -2.7198 2.0998
C -2.8487 -0.8861 1.2329
C 3.4327 -1.5729 -1.6271
C 3.0539 -1.1707 1.1273
C 1.8365 -3.3444 -0.1859
C -2.8579 -1.6836 -2.8660
C -1.6714 -3.6842 -1.2635
C -0.4117 -2.8220 -3.6303
H -2.3326 4.7814 -3.9057
H -4.1992 4.3203 -2.3087
H -1.1633 0.9496 2.9121
H 0.2516 -0.0776 3.3003
H -1.3853 -0.5667 3.8524
H 0.2432 -2.8188 2.4642
H -0.9708 -3.4517 1.3052
H -1.4794 -2.9084 2.9326
H -3.0987 0.1643 1.0319
H -3.3645 -1.2165 2.1438
H -3.1722 -1.4976 0.3780
H 3.9589 -2.5344 -1.5479
H 4.1480 -0.7584 -1.4578
H 3.0100 -1.4771 -2.6355
H 3.7708 -1.9864 1.3007
H 2.3933 -1.0786 1.9997
H 3.5937 -0.2244 0.9848
H 2.8318 -3.7859 -0.0395
H 1.3820 -3.7815 -1.0837
H 1.2118 -3.5766 0.6832
H -3.0243 -2.2796 -3.7737
H -2.8751 -0.6224 -3.1421
H -3.6630 -1.8794 -2.1451
H -2.0571 -4.4075 -1.9956
H -2.4436 -3.4972 -0.5071
H -0.7922 -4.1216 -0.7757
H -1.1652 -3.3923 -4.1928
H 0.4152 -3.4860 -3.3464
H -0.0073 -2.0240 -4.2641
C -0.7444 1.1805 -5.0008
C -0.1827 0.7785 -6.2309
C -0.7604 1.2001 -7.4282
C -1.9058 2.0050 -7.4206
C -2.4997 2.3368 -6.1982
C -1.9471 1.9022 -4.9913
S 0.2042 0.8469 -3.5370
H -0.8539 1.3106 -2.5746
H 0.7258 0.1664 -6.2312
H -0.3092 0.9133 -8.3782
H -2.3297 2.3794 -8.3571
H -3.4064 2.9398 -6.1832
H -2.4203 2.1516 -4.0389
C -0.2883 3.8538 3.2098
N 0.7552 3.3926 2.2903
C 2.0729 3.5158 2.6396
C 3.0447 3.0180 1.8159
C 2.6310 2.3315 0.6621
N 1.3406 2.1507 0.3591
C 0.3775 2.6396 1.1992
O -0.8286 2.3340 0.9956
N 3.5447 1.6891 -0.1242
H 0.1603 4.6282 3.8355
H -0.6369 3.0252 3.8454
H -1.1304 4.2598 2.6422
H 2.2547 4.0367 3.5809
H 4.1076 3.1042 2.0355
H 4.5107 1.9795 -0.0165
H 3.2556 1.4563 -1.0714
*
```

Summary:
**E_HOMO**: -16.03 eV
**ΔE to the lowest compared entry with this formula, charge and spin**: 20.4 kcal/mol

(6)
Below is a 8-piece molecular cluster, C22H44Br10O6 overall in a non-equilibrium geometry, with properties calculated with the ωB97M-V functional and the def2-TZVPD basis.

The geometry in ORCA input format:
```
! RIJCOSX wB97M-V def2-TZVPD def2/J DEFGRID3
* xyz 0 1
C -1.4152 -1.4457 1.1348
C -2.5902 -2.0401 1.9682
O -2.2669 -3.3415 2.5456
C -3.2125 -4.1690 2.9921
C -2.5868 -5.3509 3.7018
O -4.3896 -3.8942 2.9056
H -0.7538 -2.2311 0.7692
H -0.6878 -0.9355 1.7662
H -1.6433 -0.8979 0.2205
H -2.9421 -1.3235 2.7104
H -3.4694 -2.0917 1.3258
H -2.3410 -6.2135 3.0824
H -3.1285 -5.7617 4.5538
H -1.5979 -4.9989 3.9953
C -0.5064 -3.4108 -2.4706
C -0.1486 -2.6482 -3.7781
O -1.2892 -1.9218 -4.2898
C -1.0409 -0.8174 -4.9480
C -2.2005 -0.4592 -5.8422
O -0.0962 -0.0652 -4.7856
H 0.1623 -4.2682 -2.3956
H -1.5377 -3.7298 -2.6213
H -0.3889 -2.7652 -1.6002
H 0.7617 -2.1123 -3.5091
H 0.1323 -3.3485 -4.5647
H -2.5952 0.4333 -5.3567
H -2.9572 -1.2311 -5.9826
H -1.7918 -0.3199 -6.8430
C 1.3001 3.5398 -0.7538
C 1.6812 2.1390 -1.1337
O 1.8401 1.3198 -0.0344
C 1.9445 -0.0087 -0.1852
C 2.0921 -0.6672 1.1477
O 1.7296 -0.7293 -1.1455
H 2.1750 4.1560 -0.5467
H 0.6691 3.5380 0.1350
H 0.8641 3.9685 -1.6562
H 0.7438 1.7312 -1.5120
H 2.3933 2.0756 -1.9566
H 3.0677 -0.4664 1.5904
H 1.7568 -1.7020 1.0778
H 1.3721 -0.1020 1.7395
Br 1.7725 5.9282 -3.5447
C 1.0110 7.6812 -2.8508
C 0.1715 8.2747 -3.8598
Br -0.3688 10.1164 -3.4508
H 1.8544 8.3129 -2.5719
H 0.4585 7.4143 -1.9500
H -0.6779 7.6618 -4.1615
H 0.7320 8.4666 -4.7748
Br 3.9435 -1.6448 3.7918
C 4.9811 -2.9685 2.7625
C 5.5718 -4.0781 3.7439
Br 7.0883 -5.0494 2.8846
H 5.7980 -2.3448 2.3996
H 4.3203 -3.5330 2.1047
H 4.8827 -4.8647 4.0512
H 5.9146 -3.5772 4.6493
Br -0.4303 4.7401 -6.4240
C -1.6401 3.7633 -5.2275
C -1.1314 3.6964 -3.7437
Br -2.5941 2.8185 -2.5782
H -1.7062 2.7690 -5.6692
H -2.5611 4.3379 -5.1298
H -0.8035 4.5410 -3.1375
H -0.2527 3.0547 -3.8089
Br -0.1014 2.4374 2.6847
C -1.9717 1.8308 2.1229
C -2.9652 2.7948 2.7825
Br -2.7973 4.6695 2.0649
H -2.1423 0.8293 2.5181
H -1.8129 1.8433 1.0446
H -2.8190 2.9541 3.8508
H -4.0079 2.5071 2.6483
Br 0.8617 -3.3555 3.3796
C 0.6320 -3.4247 5.3434
C 0.5944 -4.8426 5.9104
Br 0.4760 -4.6597 7.9058
H -0.1910 -2.8038 5.6976
H 1.4887 -3.0160 5.8791
H 1.5521 -5.3427 5.7662
H -0.2383 -5.3705 5.4457
*
```

Summary:
**E_HOMO**: -10.02 eV
**SMILES**: CCOC(C)=O.CCOC(C)=O.CCOC(C)=O.BrCCBr.BrCCBr.BrCCBr.BrCCBr.BrCCBr
**ΔE to the lowest compared entry with this formula, charge and spin**: 10.0 kcal/mol

Question: Which formula does entry 5 have?
Answer: C22H44BiN3OP3S